CHCrO2 | the ωB97M-V functional and the def2-TZVPD basis

Computed properties:
ΔE to the lowest compared entry with this formula, charge and spin	0.514	eV
calculated total energy	-1233.27436	Ha
HOMO-LUMO gap (alpha / beta)	7.334 / 7.997	eV
LUMO energy (alpha / beta)	-7.2 / -6.6	eV
spin multiplicity	5
net charge	+1
HOMO (alpha / beta)	-14.5 / -14.6	eV

Last column: natural (NBO) charge in e.
Cartesian coordinates (Å):
1 O -0.377 -1.077 -0.067  -0.94
2 C -1.261 0.206 -0.027  0.55
3 O -0.393 1.084 0.032  -0.72
4 Cr 1.251 -0.044 0.046  1.54
5 H -0.864 -1.897 0.058  0.56